ORCA calculation (wB97M-V/def2-TZVPD) on a 2-piece molecular cluster, C6H17NO overall at a distorted geometry.

## Properties
total charge = +1
frontier orbital gap (alpha / beta) = 0.4326 / 0.2551 Ha
2S+1 = 2
largest force on an atom = 2.99 eV/Å
DFT total energy = -10025.9626 eV

The geometry in XYZ format:
```
25
C6H17NO (wB97M-V/def2-TZVPD)
C -1.984 0.530 2.150
C -1.571 1.218 0.830
C -1.645 0.301 -0.383
C -0.942 -1.114 -0.246
C 0.505 -0.888 0.223
N 1.331 -1.393 -0.917
C 1.502 -0.569 -2.094
H -1.193 0.632 2.897
H -2.064 -0.551 2.030
H -2.881 0.951 2.583
H -2.298 2.012 0.649
H -0.584 1.675 0.881
H -2.635 0.120 -0.797
H -1.091 0.694 -1.247
H -1.021 -1.549 -1.240
H -1.555 -1.739 0.400
H 0.937 -1.504 1.003
H 0.669 0.170 0.395
H 0.963 -2.297 -1.224
H 1.717 0.440 -1.767
H 2.271 -0.906 -2.785
H 0.633 -0.569 -2.759
H 3.051 2.163 0.293
H 2.447 0.824 -0.086
O 2.310 1.584 0.503
```